No. 1
{
  "formula": "C42H37N12O3RbS",
  "method": "ωB97M-V/def2-TZVPD",
  "total_charge": -2,
  "spin_multiplicity": 1,
  "molar_mass_g_mol": 875.4,
  "homo_ev": -1.2525,
  "fmax_ev_per_a": 0.732,
  "e_lumo_ev": 3.56,
  "total_energy_ev": -79671.407,
  "species": ["Rb", "C", "N", "C", "C", "C", "C", "C", "C", "N", "C", "C", "C", "C", "C", "C", "N", "C", "C", "C", "C", "C", "N", "H", "H", "H", "H", "H", "H", "H", "H", "H", "H", "H", "H", "H", "H", "H", "H", "H", "H", "N", "C", "S", "N", "N", "C", "C", "C", "C", "C", "C", "C", "O", "H", "H", "H", "H", "H", "H", "H", "N", "C", "C", "C", "C", "C", "N", "C", "H", "H", "H", "H", "O", "C", "C", "C", "C", "O", "N", "H", "H", "H", "H", "N", "C", "C", "C", "C", "C", "N", "C", "H", "H", "H", "H"],
  "positions_angstrom": [[0.23755, 0.90933, -0.45627], [-1.63160, -2.04446, 2.67611], [-0.33151, -1.94778, 2.02979], [-0.04558, -3.06396, 1.14154], [-0.94994, -3.17969, -0.07472], [-1.11512, -4.41181, -0.70358], [-1.88188, -4.48454, -1.85517], [-2.49256, -3.33468, -2.33352], [-2.29292, -2.15669, -1.63059], [-1.52520, -2.07297, -0.54304], [0.72702, -1.79670, 2.99889], [0.91768, -0.38259, 3.51081], [1.60159, -0.18887, 4.70904], [1.81264, 1.10120, 5.16235], [1.33887, 2.16650, 4.41011], [0.68564, 1.88050, 3.22350], [0.47646, 0.63897, 2.77802], [-2.04474, -0.74646, 3.32097], [-1.85109, -0.52389, 4.67677], [-2.13805, 0.72967, 5.19719], [-2.61765, 1.71022, 4.34884], [-2.82135, 1.38653, 3.01156], [-2.54859, 0.18172, 2.50356], [-1.61944, -2.84310, 3.43975], [-2.37912, -2.28606, 1.92783], [-0.05767, -4.03347, 1.67409], [0.98173, -2.92688, 0.78171], [-0.63707, -5.29516, -0.29338], [-2.00841, -5.43031, -2.36922], [-3.10626, -3.34467, -3.22634], [-2.76341, -1.23166, -1.94526], [1.66706, -2.08590, 2.52529], [0.57639, -2.47238, 3.85955], [1.96595, -1.04610, 5.26495], [2.34402, 1.27525, 6.09127], [1.47782, 3.19247, 4.72653], [0.32015, 2.68319, 2.58769], [-1.44464, -1.31003, 5.30358], [-1.96572, 0.93957, 6.24651], [-2.83059, 2.71380, 4.69574], [-3.21071, 2.12601, 2.32216], [-0.53227, 3.73643, -4.58687], [0.06882, 3.67997, -3.30643], [1.53571, 2.75597, -3.15867], [-0.62110, 4.31611, -2.40729], [0.05592, 4.43998, -1.22912], [-0.60636, 4.41781, -0.13304], [-2.05275, 4.16823, 0.11891], [-2.65834, 4.92635, 1.11622], [-4.02277, 4.87540, 1.40190], [-4.81474, 4.02999, 0.61886], [-4.24639, 3.21910, -0.34712], [-2.83255, 3.17381, -0.59268], [-2.31704, 2.28243, -1.33767], [-0.28963, 2.93376, -5.14429], [-1.52639, 3.90405, -4.50864], [-0.00293, 4.72917, 0.72188], [-2.02682, 5.61019, 1.67945], [-4.45672, 5.49729, 2.17623], [-5.88819, 3.99324, 0.78510], [-4.85877, 2.52936, -0.92180], [-0.60217, -3.08038, -7.28984], [-0.87438, -2.28850, -6.50385], [-1.24217, -1.29080, -5.51896], [-2.53264, -0.77890, -5.48634], [-2.84472, 0.16575, -4.53047], [-1.86177, 0.56198, -3.62543], [-0.62457, 0.05891, -3.65555], [-0.31811, -0.83316, -4.58684], [-3.26609, -1.12368, -6.20454], [-3.83651, 0.59516, -4.46923], [-2.06878, 1.31427, -2.85213], [0.70156, -1.20892, -4.59316], [2.74339, 1.43962, 0.68793], [3.38231, 0.42567, 0.95288], [4.87366, 0.46652, 1.29851], [5.21461, -1.00089, 1.52842], [3.86827, -1.70888, 1.34616], [3.73942, -2.92610, 1.51345], [2.88275, -0.84966, 0.98561], [5.00721, 1.09940, 2.17662], [5.41685, 0.92957, 0.47334], [5.60238, -1.22673, 2.52197], [5.92131, -1.40269, 0.80011], [6.83813, -0.67758, -2.72028], [5.77143, -1.07766, -2.57718], [4.44071, -1.63098, -2.41153], [4.26450, -3.00672, -2.40871], [2.99024, -3.51054, -2.24266], [1.94672, -2.61312, -2.06904], [2.11156, -1.29791, -2.05845], [3.33455, -0.80708, -2.23925], [5.11884, -3.65945, -2.53185], [2.80616, -4.57606, -2.22543], [0.93161, -2.96995, -1.92025], [3.43728, 0.27671, -2.22358]]
}

=====

No. 2
{
  "formula": "C42H38IrN8O6SSi",
  "method": "ωB97M-V/def2-TZVPD",
  "total_charge": 2,
  "spin_multiplicity": 2,
  "molar_mass_g_mol": 1003.2,
  "homo_ev": [-13.4291, -13.4301],
  "fmax_ev_per_a": 5.015,
  "e_lumo_ev": [-5.56, -8.58],
  "total_energy_ev": -89916.993,
  "species": ["Ir", "O", "C", "O", "C", "C", "C", "C", "C", "N", "C", "O", "O", "H", "H", "H", "H", "N", "C", "N", "C", "N", "C", "C", "N", "C", "C", "N", "H", "H", "H", "H", "H", "O", "Si", "C", "C", "C", "C", "C", "C", "C", "C", "C", "C", "C", "C", "C", "C", "C", "C", "C", "C", "H", "H", "H", "H", "H", "H", "H", "H", "H", "H", "H", "H", "H", "H", "H", "C", "C", "C", "N", "C", "S", "N", "C", "O", "C", "C", "C", "C", "C", "C", "H", "H", "H", "H", "H", "H", "H", "H", "H", "H", "H", "H", "H", "H"],
  "positions_angstrom": [[0.07033, -0.20322, -1.28547], [-3.60513, 1.34722, 0.84993], [-2.57293, 0.68726, 0.35510], [-2.22543, 0.74447, -0.80454], [-1.84268, -0.14574, 1.34359], [-2.28240, -0.42582, 2.62022], [-1.47630, -1.22581, 3.43082], [-0.24901, -1.65029, 2.95963], [0.11783, -1.30426, 1.66389], [-0.68403, -0.61392, 0.87707], [1.46815, -1.60191, 1.04413], [2.44455, -1.68562, 1.75142], [1.42391, -1.67815, -0.25623], [-4.03728, 1.88372, 0.16840], [-3.23267, -0.03964, 2.96219], [-1.80572, -1.48027, 4.42945], [0.42827, -2.24668, 3.55568], [3.86904, -0.09040, -3.22186], [3.12767, -0.59065, -2.23374], [1.90843, -0.11967, -2.37787], [1.95738, 0.67714, -3.47671], [3.14081, 0.71564, -4.02109], [0.74166, 1.31739, -3.92376], [0.65792, 2.17833, -5.00745], [-0.51305, 2.65470, -5.40957], [-1.60069, 2.28078, -4.74375], [-1.52022, 1.45036, -3.63326], [-0.34389, 0.98160, -3.23082], [4.83949, -0.26112, -3.43393], [3.45100, -1.26296, -1.45438], [1.54449, 2.47397, -5.55485], [-2.55104, 2.65356, -5.10340], [-2.39421, 1.15666, -3.07095], [0.71142, 1.55301, -0.23634], [1.59729, 2.68377, 0.40806], [2.43730, 3.77035, -0.85980], [3.34925, 3.18700, -1.74786], [3.92435, 3.93520, -2.76486], [3.58615, 5.27668, -2.91051], [2.69172, 5.86982, -2.03123], [2.11985, 5.12219, -1.00661], [2.97210, 2.00914, 1.61941], [4.32666, 2.31728, 1.39968], [5.27563, 1.66087, 2.15217], [4.88162, 0.75597, 3.15602], [3.53558, 0.49652, 3.40008], [2.56852, 1.12959, 2.64809], [0.77715, 3.71869, 1.75091], [1.50753, 4.67547, 2.47326], [0.86498, 5.46089, 3.41998], [-0.49059, 5.28123, 3.66380], [-1.21936, 4.32731, 2.94945], [-0.58731, 3.53427, 2.00761], [3.61308, 2.13786, -1.63317], [4.63631, 3.47516, -3.43974], [4.02745, 5.86115, -3.70780], [2.43491, 6.91620, -2.13694], [1.42264, 5.59903, -0.32698], [4.63510, 3.02038, 0.63789], [6.32367, 1.84915, 1.95724], [5.63758, 0.26908, 3.75891], [3.23931, -0.20603, 4.16673], [1.52039, 0.92693, 2.82905], [2.56823, 4.81320, 2.29715], [1.42692, 6.20428, 3.97045], [-0.98287, 5.87701, 4.42173], [-2.28067, 4.20686, 3.12934], [-1.14697, 2.78963, 1.45392], [-4.86808, -2.15381, -0.05990], [-4.38429, -2.01284, -1.50166], [-3.79080, -3.30380, -2.05986], [-2.63434, -3.76910, -1.27835], [-1.42550, -3.26063, -1.32090], [-1.04505, -2.03863, -2.48989], [-0.43269, -3.67880, -0.49949], [-0.43259, -4.45474, 0.69956], [0.40226, -4.17198, 1.52014], [-1.43480, -5.52909, 0.90657], [-1.92678, -5.69867, 2.19948], [-2.85551, -6.69213, 2.46402], [-3.27871, -7.53353, 1.44302], [-2.75331, -7.40041, 0.16372], [-1.82865, -6.40402, -0.10847], [-5.40580, -1.25873, 0.25406], [-4.03013, -2.30475, 0.62662], [-5.55042, -2.99928, 0.04967], [-3.62541, -1.23192, -1.56175], [-5.21302, -1.72479, -2.15065], [-3.47683, -3.14127, -3.08836], [-4.53408, -4.09883, -2.04006], [-2.79178, -4.54319, -0.64679], [0.40160, -3.08860, -0.54214], [-1.56951, -5.04466, 2.98443], [-3.23888, -6.81705, 3.46785], [-4.00508, -8.30939, 1.64716], [-3.05576, -8.07886, -0.62316], [-1.37527, -6.33828, -1.09187]]
}